{"formula": "C49H33BF5N3O9S4TeTi", "method": "the ωB97M-V functional and the def2-TZVPD basis", "species": ["Ti", "O", "S", "O", "O", "O", "C", "C", "C", "C", "C", "O", "C", "C", "C", "C", "C", "C", "C", "O", "C", "C", "C", "N", "C", "C", "Te", "C", "C", "C", "C", "C", "C", "C", "C", "C", "C", "C", "C", "H", "H", "H", "H", "H", "H", "H", "H", "H", "H", "H", "H", "H", "H", "H", "H", "H", "H", "H", "H", "H", "H", "H", "H", "O", "B", "O", "C", "C", "C", "C", "C", "C", "H", "H", "H", "H", "S", "C", "S", "C", "N", "N", "C", "C", "C", "C", "C", "C", "S", "H", "H", "H", "H", "H", "F", "C", "C", "F", "C", "F", "C", "O", "C", "F", "C", "F"], "positions_angstrom": [[-0.891788, 0.178728, 1.531568], [-2.588258, -2.381268, 2.203054], [-1.185804, -2.122778, 2.503581], [-0.513574, -3.231978, 3.104330], [-1.018905, -0.821720, 3.270882], [-0.515228, -1.656079, 1.188395], [-6.496542, -1.925330, -2.306582], [-5.258433, -1.365234, -1.649201], [-5.227519, -1.064180, -0.301186], [-4.077955, -0.565644, 0.307640], [-4.022187, -0.300766, 1.780691], [-3.208386, 0.448811, 2.299986], [-5.152184, -0.802619, 2.634773], [-5.790839, 0.111218, 3.461666], [-6.908507, -0.270377, 4.193067], [-7.378247, -1.573554, 4.110134], [-6.708329, -2.502828, 3.320477], [-5.596834, -2.121595, 2.585989], [-2.935273, -0.318075, -0.474778], [-1.906889, 0.276195, 0.079733], [-2.914692, -0.688497, -1.828047], [-4.085638, -1.196445, -2.380179], [-1.674349, -0.637872, -2.666885], [-0.523995, -0.423691, -2.173846], [0.639499, -0.347442, -3.058505], [1.715227, -1.379777, -2.710467], [3.703664, -0.666441, -3.115215], [2.982215, -0.541027, -5.181517], [2.373742, 0.607495, -5.688172], [1.728558, 0.602409, -6.920676], [1.684239, -0.560852, -7.677883], [2.302132, -1.710645, -7.199999], [2.942276, -1.695214, -5.964908], [-1.885509, -0.828281, -4.150304], [-2.458711, 0.193422, -4.900224], [-2.525249, 0.101364, -6.283729], [-2.033435, -1.024156, -6.930931], [-1.473721, -2.055253, -6.187685], [-1.392790, -1.951381, -4.806263], [-7.326642, -1.971614, -1.600915], [-6.314347, -2.935417, -2.681534], [-6.804697, -1.313071, -3.157773], [-6.126378, -1.202259, 0.286427], [-5.405347, 1.122026, 3.520625], [-7.411922, 0.449521, 4.827397], [-8.260449, -1.868987, 4.666150], [-7.057534, -3.527643, 3.275421], [-5.033807, -2.835575, 1.998378], [-4.083684, -1.477658, -3.425758], [1.047939, 0.661194, -2.939238], [0.365152, -0.468890, -4.104044], [1.565368, -2.286279, -3.298527], [1.672002, -1.633336, -1.650298], [2.380346, 1.516883, -5.095449], [1.253779, 1.504724, -7.287992], [1.170563, -0.574429, -8.632515], [2.282296, -2.619695, -7.790853], [3.403214, -2.603811, -5.590017], [-2.833492, 1.074985, -4.392097], [-2.954680, 0.913335, -6.858628], [-2.086919, -1.101349, -8.010355], [-1.093200, -2.938881, -6.683950], [-0.923914, -2.738770, -4.226149], [1.979847, 1.420798, 0.252873], [0.602446, 1.319758, 0.443036], [-0.026365, 2.346357, -0.316463], [0.969071, 2.975669, -1.004933], [0.875320, 3.965212, -1.956427], [2.071714, 4.402613, -2.532501], [3.296210, 3.861168, -2.154259], [3.376806, 2.846907, -1.197330], [2.190447, 2.419919, -0.649198], [-0.085212, 4.368510, -2.251745], [2.042064, 5.164814, -3.301489], [4.204749, 4.221644, -2.620783], [4.317806, 2.398801, -0.905012], [9.578128, 0.177063, 1.097696], [8.087943, -0.085809, 0.375871], [6.813191, -0.905847, 1.200333], [5.722002, -0.724050, -0.187601], [6.307772, -0.082834, -1.151905], [7.618328, 0.266902, -0.843712], [8.259237, 1.043347, -1.852502], [7.449475, 1.669545, -2.805906], [8.017721, 2.446772, -3.800051], [9.395527, 2.609092, -3.873519], [10.194760, 1.969251, -2.939233], [9.639848, 1.187398, -1.933073], [4.148004, -1.357835, -0.163262], [6.380583, 1.525007, -2.762111], [7.372611, 2.929164, -4.525062], [9.838728, 3.216902, -4.653076], [11.272367, 2.070529, -2.986437], [10.281253, 0.700156, -1.217913], [-2.816396, 6.556288, 4.152406], [-2.288579, 5.381703, 3.764109], [-1.241035, 4.816545, 4.461663], [-0.733708, 5.456684, 5.526843], [-0.717660, 3.601066, 4.069246], [0.290488, 3.087149, 4.782813], [-1.202317, 2.885147, 2.967218], [-0.668976, 1.733807, 2.655481], [-2.229187, 3.518557, 2.251501], [-2.702394, 2.965997, 1.130820], [-2.777193, 4.721628, 2.655241], [-3.787751, 5.263888, 1.957810]], "atomic_forces_ev_per_a": [[-0.165, 1.291, 0.810], [0.055, 0.092, 0.084], [-0.158, -1.530, 0.412], [0.295, 0.116, 0.058], [-0.020, -0.291, 0.026], [0.175, -0.565, -0.040], [0.100, 0.073, -0.004], [0.009, -0.089, -0.097], [-0.073, 0.038, 0.064], [0.182, -0.169, 0.332], [-0.453, 0.506, -0.153], [0.115, -0.135, -0.025], [-0.070, -0.088, -0.171], [-0.042, 0.049, 0.049], [0.021, -0.025, 0.003], [0.041, -0.007, -0.027], [-0.022, 0.009, 0.031], [0.098, 0.036, 0.004], [-0.177, 0.157, 0.257], [-0.480, 0.077, -0.983], [0.191, -0.242, -0.304], [-0.039, 0.002, 0.067], [-0.161, 0.133, -0.153], [0.046, -0.258, -0.081], [-0.012, 0.104, 0.104], [-0.205, 0.089, 0.328], [-0.208, -0.159, -0.614], [-0.062, -0.009, 0.132], [0.060, 0.077, 0.000], [0.074, -0.067, -0.024], [0.065, -0.033, 0.031], [0.014, 0.103, 0.010], [-0.010, -0.009, -0.032], [0.145, 0.148, -0.035], [0.013, 0.010, -0.013], [-0.025, -0.033, -0.008], [-0.043, -0.059, 0.033], [-0.094, 0.030, 0.025], [-0.113, -0.127, 0.000], [0.006, 0.004, -0.012], [-0.028, 0.006, 0.011], [-0.020, -0.013, 0.026], [0.035, -0.032, 0.033], [-0.022, -0.016, -0.021], [0.012, -0.005, -0.022], [0.032, -0.005, 0.013], [0.030, 0.012, 0.025], [-0.074, 0.000, -0.026], [-0.005, -0.031, -0.026], [-0.024, 0.014, 0.098], [0.159, 0.196, -0.091], [0.048, -0.046, 0.082], [0.087, 0.058, -0.029], [0.002, -0.015, -0.001], [-0.025, 0.012, 0.027], [0.007, 0.011, 0.008], [-0.010, -0.021, 0.021], [-0.001, 0.025, -0.012], [0.010, -0.005, -0.008], [-0.001, -0.009, 0.013], [0.022, 0.024, 0.015], [0.057, 0.023, -0.004], [-0.013, 0.018, -0.011], [-0.046, -0.306, 0.262], [0.625, 0.563, -0.657], [0.092, -0.090, -0.003], [0.034, -0.087, 0.026], [-0.011, 0.088, -0.076], [-0.024, -0.066, 0.019], [-0.025, -0.028, 0.037], [0.074, 0.051, 0.011], [-0.019, 0.061, -0.053], [0.023, 0.002, 0.025], [-0.001, 0.030, 0.029], [-0.001, -0.019, 0.000], [-0.013, -0.051, -0.048], [-0.013, 0.020, 0.029], [-0.001, 0.078, -0.124], [-0.144, -0.113, -0.014], [0.060, -0.152, 0.263], [-0.007, 0.100, -0.208], [0.026, 0.012, 0.012], [-0.095, 0.051, -0.012], [-0.008, -0.006, 0.030], [0.032, 0.010, -0.002], [0.007, -0.041, 0.036], [-0.068, 0.006, -0.034], [0.150, -0.016, -0.038], [0.216, 0.083, 0.158], [-0.015, 0.024, 0.015], [0.002, -0.028, 0.019], [-0.010, 0.000, 0.009], [-0.001, -0.004, 0.008], [-0.062, -0.007, 0.012], [-0.020, 0.040, 0.007], [-0.038, 0.042, -0.021], [0.068, -0.033, 0.046], [-0.012, -0.008, 0.037], [0.063, -0.001, 0.212], [0.003, 0.006, 0.012], [0.252, -0.146, -0.074], [-0.352, 0.596, 0.007], [-0.062, -0.086, -0.115], [-0.040, -0.065, 0.012], [0.017, 0.012, -0.012], [-0.004, 0.020, -0.042]], "total_energy_ev": -162266.43580, "total_charge": -2, "homo_ev": -2.822, "spin_multiplicity": 1, "relative_energy_kcal_mol": 23.5, "homo_lumo_gap_ev": 6.40}